# 1
{"formula": "CH6S3", "method": "ωB97M-V/def2-TZVPD", "symbols": ["C", "S", "H", "H", "H", "H", "S", "S", "H", "H"], "coordinates": [[-1.6620, 0.8605, 0.3205], [-1.5460, 0.3238, 2.1037], [-1.1902, 1.7987, 0.3641], [-1.0460, 0.2493, -0.2609], [-2.7146, 0.9088, 0.1726], [-2.5709, -0.5602, 1.9486], [2.9061, -0.8096, 0.0096], [3.4615, -0.4304, -2.0136], [2.1810, -1.9369, -0.1036], [2.1810, -0.4038, -2.5409]], "forces_ev_per_a": [[0.07, -0.11, 2.70], [-0.60, -0.56, -0.68], [0.19, 1.50, -0.31], [0.29, -1.21, -1.17], [-0.45, 0.11, -0.94], [0.52, 0.25, 0.39], [0.05, 0.44, -0.62], [-1.30, -0.56, 0.48], [0.26, -0.05, -0.27], [0.95, 0.18, 0.40]], "nbo_charge": [-0.68, -0.08, 0.21, 0.21, 0.22, 0.12, -0.13, -0.13, 0.13, 0.14], "e_homo_ha": -0.334, "e_above_lowest_kj_mol": 60.2, "total_energy_ev": -33639.271}

# 2
{"formula": "CH6S4", "method": "ωB97M-V/def2-TZVPD", "symbols": ["S", "S", "H", "H", "C", "S", "S", "H", "H", "H", "H"], "coordinates": [[2.7550, 1.4100, -0.3329], [1.1239, 2.8486, -0.2943], [2.8366, 1.2680, -1.7167], [0.5520, 1.7831, 0.2807], [-0.8329, -0.9580, -0.4395], [-1.9284, -1.9518, 0.5769], [-1.7624, -1.3320, 2.4980], [-1.1561, 0.0531, -0.6477], [-1.0870, -1.3806, -1.4740], [0.2764, -1.0620, -0.3124], [-0.7772, -0.6783, 1.8618]], "forces_ev_per_a": [[3.08, -2.30, -1.53], [-2.58, 1.63, 0.34], [-0.06, 0.04, 1.23], [-0.54, 0.53, -0.04], [0.16, -0.71, -2.21], [-0.84, -1.44, -2.07], [0.73, 0.94, 0.52], [0.12, 0.56, 0.86], [0.54, 0.00, 1.28], [-1.06, 0.16, 0.28], [0.43, 0.58, 1.32]], "nbo_charge": [-0.60, -0.58, 0.10, 0.09, -0.80, 0.06, -0.17, 0.24, 0.24, 0.26, 0.16], "e_homo_ha": [-0.010, -0.139], "e_above_lowest_kj_mol": 92.1, "total_charge": -1, "total_energy_ev": -44473.997, "spin_multiplicity": 2}

# 3
{"formula": "CH6S4", "method": "ωB97M-V/def2-TZVPD", "symbols": ["C", "S", "S", "H", "H", "H", "H", "S", "S", "H", "H"], "coordinates": [[1.3227, -0.8290, 0.6683], [2.1760, 0.5533, 1.5653], [0.6096, 1.4028, 2.6496], [0.9013, -0.4144, -0.2279], [0.5820, -1.3754, 1.2720], [2.0474, -1.6666, 0.6778], [0.6701, 0.3130, 3.4745], [-2.9025, 1.1280, -2.6519], [-1.6316, -0.5219, -2.3156], [-2.5209, 1.9353, -1.5593], [-1.2542, -0.5251, -3.5528]], "forces_ev_per_a": [[0.59, -0.52, 1.78], [-0.62, -0.43, -0.24], [0.58, -1.17, 0.15], [0.06, -0.52, -0.60], [-0.35, 1.02, 0.08], [0.20, 0.79, -1.20], [-0.48, 0.84, 0.01], [0.37, 0.50, 1.35], [-0.86, 0.50, 1.14], [-0.16, -0.95, -1.23], [0.67, -0.05, -1.23]], "nbo_charge": [-0.75, 0.06, -0.14, 0.23, 0.23, 0.24, 0.13, -0.15, -0.12, 0.15, 0.12], "e_homo_ha": -0.327, "e_above_lowest_kj_mol": 70.3, "total_energy_ev": -44474.490}

# 4
{"formula": "CH6S4", "method": "ωB97M-V/def2-TZVPD", "symbols": ["S", "S", "H", "H", "C", "S", "S", "H", "H", "H", "H"], "coordinates": [[-1.0251, -2.3858, 0.7899], [-1.8626, -1.0980, -0.5801], [0.0530, -2.7262, 0.0879], [-0.7358, -0.8203, -1.3108], [-0.5118, 1.9051, 0.8796], [0.5158, 1.3719, -0.5037], [2.5151, 1.0958, -0.2936], [0.0945, 2.3374, 1.6751], [-1.2504, 2.6213, 0.5185], [-1.0152, 1.0060, 1.2161], [2.7768, 1.0620, 1.0342]], "forces_ev_per_a": [[0.09, 0.01, 0.61], [0.54, 0.37, -0.85], [0.09, -0.20, -0.27], [-0.61, -0.26, 0.34], [0.70, -0.14, 0.82], [-0.16, 0.04, -0.81], [-0.37, 0.15, 0.32], [-0.09, 0.03, -0.05], [0.25, 0.01, -0.33], [-0.02, -0.05, 0.21], [-0.41, 0.05, 0.01]], "nbo_charge": [-0.05, -0.05, 0.15, 0.15, -0.76, 0.42, 0.14, 0.27, 0.28, 0.27, 0.18], "e_homo_ha": [-0.464, -0.446], "e_above_lowest_kj_mol": 37.2, "total_charge": 1, "total_energy_ev": -44466.142, "spin_multiplicity": 2}

# 5
{"formula": "CH6S6Si", "method": "ωB97M-V/def2-TZVPD", "symbols": ["C", "S", "S", "Si", "S", "S", "S", "S", "H", "H", "H", "H", "H", "H"], "coordinates": [[0.6645, -1.4821, 2.2788], [-0.8156, -1.9948, 1.3148], [-0.4535, -1.4042, -0.6046], [-1.1476, 0.7622, -0.9113], [-3.0166, 0.7177, -2.1026], [-1.1416, 1.7958, 0.9406], [0.3343, 1.6008, -2.3213], [2.0873, 1.2401, -1.3079], [0.6041, -0.3418, 2.5492], [1.4649, -1.7604, 1.4928], [0.6434, -2.1355, 3.2958], [-2.1925, 0.4106, -3.2783], [0.1578, 2.2505, 0.6386], [2.8111, 0.3412, -1.9847]], "forces_ev_per_a": [[0.15, 0.06, 0.45], [-0.50, 0.29, 0.58], [-0.08, 1.17, -0.28], [0.36, -1.63, -0.82], [2.29, -0.16, -1.09], [1.07, 0.50, -0.39], [-0.44, -0.49, 0.10], [0.37, 0.73, 0.87], [0.35, -2.27, -0.64], [-0.61, 0.69, 2.05], [0.31, 1.47, -2.62], [-1.38, 0.43, 1.92], [-1.34, -0.46, 0.35], [-0.55, -0.33, -0.49]], "nbo_charge": [-0.78, 0.10, -0.31, 0.98, -0.41, -0.40, -0.28, -0.14, 0.23, 0.24, 0.24, 0.19, 0.19, 0.15], "e_homo_ha": -0.315, "e_above_lowest_kj_mol": 0.0, "total_energy_ev": -74025.606}

# 6
{"formula": "CH6SSi", "method": "ωB97M-V/def2-TZVPD", "symbols": ["C", "Si", "S", "H", "H", "H", "H", "H", "H"], "coordinates": [[0.6025, 0.5359, -0.3186], [-1.0457, -0.3811, -0.1759], [2.1142, -0.2118, 0.0971], [0.7514, 1.2305, -1.1300], [0.2528, 1.7821, 1.0050], [-1.5095, -0.3444, 1.2098], [-0.8405, -1.7790, -0.5675], [-1.9703, 0.2600, -1.1047], [1.6449, -1.0921, 0.9847]], "forces_ev_per_a": [[-1.06, 2.24, 2.89], [0.76, 0.37, -0.05], [0.41, -0.24, -0.09], [-0.09, 0.08, -0.19], [0.45, -2.16, -2.60], [-0.15, -0.04, 0.16], [0.01, -0.27, -0.10], [-0.32, 0.16, -0.09], [-0.03, -0.13, 0.07]], "nbo_charge": [-0.89, 0.90, 0.08, 0.24, 0.04, -0.15, -0.17, -0.16, 0.11], "e_homo_ha": -0.314, "e_above_lowest_kj_mol": 350.3, "total_energy_ev": -19843.720}

# 7
{"formula": "CH6Si2", "method": "ωB97M-V/def2-TZVPD", "symbols": ["C", "Si", "Si", "H", "H", "H", "H", "H", "H"], "coordinates": [[0.3120, -0.1093, 0.6626], [-1.3317, 0.6554, 1.2461], [0.5124, 0.3833, -1.1630], [1.1534, 0.2968, 1.2277], [0.3556, -1.1964, 0.7700], [-2.2395, -0.4835, 0.8831], [-0.7588, 0.2057, -1.8807], [0.8757, 1.7967, -1.2257], [1.5566, -0.4190, -1.8084]], "forces_ev_per_a": [[0.58, 0.95, -0.35], [0.26, -1.49, -0.31], [-0.12, -0.24, 0.62], [0.12, 0.00, -0.11], [-0.45, 0.08, 0.22], [-0.60, 0.60, 0.23], [-0.10, -0.10, -0.10], [0.10, 0.33, -0.03], [0.21, -0.14, -0.18]], "nbo_charge": [-1.33, 0.62, 0.88, 0.26, 0.27, -0.19, -0.16, -0.17, -0.17], "e_homo_ha": [-0.251, -0.393], "e_above_lowest_kj_mol": 0.0, "total_energy_ev": -16885.578, "spin_multiplicity": 3}

# 8
{"formula": "CH7FN3P", "method": "ωB97M-V/def2-TZVPD", "symbols": ["C", "N", "N", "N", "F", "P", "H", "H", "H", "H", "H", "H", "H"], "coordinates": [[-0.1525, -0.9056, 1.6750], [1.2527, 1.7826, -1.0694], [-0.2542, -0.6451, -1.4718], [0.7071, 0.1459, 0.9836], [-2.3266, 0.6289, -0.6179], [0.3467, 0.6101, -0.5274], [-0.1332, -0.6874, 2.7394], [-1.0501, -0.8833, 1.1393], [0.5469, -1.8012, 1.6216], [0.7585, 2.1477, -1.9399], [0.0142, -0.4212, -2.5329], [-1.2528, -0.4773, -1.4458], [1.5433, 0.5059, 1.4462]], "forces_ev_per_a": [[4.85, -0.13, 0.17], [-2.54, -0.76, -0.49], [1.94, 1.41, -2.45], [-0.96, -0.24, -0.26], [1.78, -0.09, 0.28], [0.69, 0.60, -0.94], [-0.86, 0.41, -0.10], [-1.62, -0.62, -0.19], [-1.77, 0.34, -0.30], [1.14, -0.52, 1.13], [-0.42, -0.62, 3.00], [-1.59, 0.06, 0.46], [-0.65, 0.14, -0.32]], "nbo_charge": [-0.40, -1.17, -1.16, -0.98, -0.83, 2.14, 0.22, 0.25, 0.20, 0.40, 0.42, 0.47, 0.44], "e_homo_ha": -0.369, "e_above_lowest_kj_mol": 259.7, "total_energy_ev": -17625.395}

# 9
{"formula": "CH7IN5", "method": "ωB97M-V/def2-TZVPD", "symbols": ["C", "N", "N", "N", "N", "N", "I", "H", "H", "H", "H", "H", "H", "H"], "coordinates": [[-0.5941, 0.1533, -0.4542], [-1.1408, -1.8157, 0.5642], [-1.3531, -0.5811, 0.5296], [0.2891, 1.3834, 0.3394], [0.2035, -0.7594, -1.1994], [1.6456, 1.1979, 0.1140], [1.2998, -1.8102, 0.0401], [-1.3554, 0.7615, -1.1176], [-1.3995, -2.1973, 1.4960], [-0.0169, 2.1849, -0.1503], [-0.4691, -1.1475, -1.8305], [2.2229, 1.6275, -0.5768], [2.1968, 0.9964, 0.9035], [-1.5289, 0.0062, 1.3420]], "forces_ev_per_a": [[-0.19, 3.03, -2.01], [-1.21, -0.99, 0.96], [0.58, 1.24, 0.94], [0.24, -2.97, -0.57], [-0.75, 2.99, 0.06], [-0.50, -0.36, 0.13], [1.16, -1.39, 0.15], [1.58, -1.32, 1.06], [0.00, 0.12, -0.44], [-0.42, 1.00, -0.58], [0.41, -1.52, -0.65], [-0.71, 0.61, -0.94], [0.08, -0.14, 1.28], [-0.27, -0.29, 0.61]], "nbo_charge": [0.15, -0.27, -0.24, -0.41, -0.82, -0.66, 0.66, 0.24, 0.39, 0.37, 0.42, 0.39, 0.38, 0.41], "e_homo_ha": [-0.475, -0.475], "e_above_lowest_kj_mol": 169.1, "total_charge": 1, "total_energy_ev": -16689.566}

# 10
{"formula": "CH7N2", "method": "ωB97M-V/def2-TZVPD", "symbols": ["N", "H", "H", "H", "H", "C", "N", "H", "H", "H"], "coordinates": [[1.6562, -0.3342, -0.1799], [2.1138, -0.8020, 0.5935], [1.9746, -0.5929, -1.1168], [0.5494, -0.4074, -0.2686], [2.0115, 0.6229, -0.1367], [-1.7560, 0.6774, 0.3610], [-1.0358, -0.2408, -0.1157], [-1.2806, 1.6535, 0.4885], [-2.8429, 0.6185, 0.5027], [-1.3902, -1.1949, -0.1281]], "forces_ev_per_a": [[0.39, 0.80, -1.33], [-0.08, -0.72, -0.16], [0.48, -0.82, 0.35], [-0.11, 0.85, 0.99], [-0.65, 0.31, 0.29], [-0.33, 0.55, -0.76], [1.07, -0.94, 0.57], [-0.27, -0.07, 0.02], [0.39, -0.26, 0.38], [-0.90, 0.30, -0.35]], "nbo_charge": [-0.91, 0.44, 0.44, 0.46, 0.43, 0.06, -0.68, 0.18, 0.20, 0.38], "e_homo_ha": -0.566, "e_above_lowest_kj_mol": 36.6, "total_charge": 1, "total_energy_ev": -4123.533}

Repeat the fourth record exactly.
{"formula": "CH6S4", "method": "ωB97M-V/def2-TZVPD", "symbols": ["S", "S", "H", "H", "C", "S", "S", "H", "H", "H", "H"], "coordinates": [[-1.0251, -2.3858, 0.7899], [-1.8626, -1.0980, -0.5801], [0.0530, -2.7262, 0.0879], [-0.7358, -0.8203, -1.3108], [-0.5118, 1.9051, 0.8796], [0.5158, 1.3719, -0.5037], [2.5151, 1.0958, -0.2936], [0.0945, 2.3374, 1.6751], [-1.2504, 2.6213, 0.5185], [-1.0152, 1.0060, 1.2161], [2.7768, 1.0620, 1.0342]], "forces_ev_per_a": [[0.09, 0.01, 0.61], [0.54, 0.37, -0.85], [0.09, -0.20, -0.27], [-0.61, -0.26, 0.34], [0.70, -0.14, 0.82], [-0.16, 0.04, -0.81], [-0.37, 0.15, 0.32], [-0.09, 0.03, -0.05], [0.25, 0.01, -0.33], [-0.02, -0.05, 0.21], [-0.41, 0.05, 0.01]], "nbo_charge": [-0.05, -0.05, 0.15, 0.15, -0.76, 0.42, 0.14, 0.27, 0.28, 0.27, 0.18], "e_homo_ha": [-0.464, -0.446], "e_above_lowest_kj_mol": 37.2, "total_charge": 1, "total_energy_ev": -44466.142, "spin_multiplicity": 2}